Record 1
Entry from the Open Molecules 2025 dataset: a structure of composition C36H33BiN7 (the ωB97M-V functional and the def2-TZVPD basis).

## Properties
total energy: -54131.24384 eV
Kohn-Sham gap: 7.612 eV
E_LUMO: -2.7 eV
highest occupied orbital energy: -10.3 eV
total charge: +1
relative energy (zero: lowest compared OMol25 entry of this formula, charge and spin): 28.2 kcal per mole

```
77
C36H33BiN7 the ωB97M-V functional and the def2-TZVPD basis
Bi -1.14944 -0.19473 0.10958
N -0.76224 -0.86269 5.98208
C -1.30304 -1.31354 4.82958
N -0.65347 -1.58430 3.74907
C 0.74025 -1.41047 3.75197
N 1.44487 -1.65314 2.71269
N 0.80252 -2.00888 1.57821
C 0.88242 -3.18447 1.13356
C 0.19699 -3.56603 -0.12431
C 0.64229 -4.68778 -0.81256
C -0.04602 -5.12471 -1.93161
C -1.18184 -4.44142 -2.32347
C -1.55497 -3.32673 -1.59278
N -0.88673 -2.87949 -0.52732
C 1.40373 -0.93364 4.97546
C 2.78388 -0.75963 5.06836
C 3.35846 -0.33629 6.24971
C 2.55462 -0.07173 7.35903
C 1.18665 -0.23343 7.28452
C 0.61518 -0.67030 6.09267
H -1.34409 -0.71863 6.78939
H -2.38197 -1.44581 4.83796
H 1.44897 -3.96694 1.64375
H 1.53096 -5.20226 -0.46877
H 0.29574 -5.99310 -2.48284
H -1.77050 -4.76155 -3.17276
H -2.45041 -2.76996 -1.85602
H 3.39028 -0.96878 4.19520
H 4.43186 -0.21757 6.31928
H 3.00265 0.26142 8.28682
H 0.55702 -0.02876 8.14447
C -0.19237 3.14449 1.01212
N -1.11927 2.08408 1.41821
C -0.85660 1.67134 2.80601
C -2.52365 2.51679 1.23242
C -2.98288 2.34454 -0.19443
C -3.67520 3.35684 -0.84778
C -4.14428 3.15870 -2.14077
C -3.91291 1.95212 -2.78602
C -3.18347 0.95476 -2.14762
C -2.71755 1.13871 -0.85103
H -0.32761 4.03550 1.63722
H -0.37922 3.41906 -0.02538
H 0.83490 2.80345 1.12249
H -0.98164 2.50492 3.50721
H 0.16308 1.29063 2.89193
H -1.54203 0.86988 3.08895
H -2.64755 3.55600 1.55338
H -3.14559 1.90252 1.88605
H -3.84538 4.30578 -0.34899
H -4.67587 3.95487 -2.64803
H -4.28352 1.79265 -3.79067
H -2.95714 0.03842 -2.68659
N -0.27099 -0.13492 -1.74637
C 0.53414 0.18086 -2.67154
C 0.15045 -0.07284 -4.10327
C 0.49765 0.84291 -5.09558
C 0.06390 0.65910 -6.40151
C -0.70784 -0.44587 -6.73085
C -1.05372 -1.36559 -5.74722
C -0.63409 -1.17161 -4.44082
C 1.88234 0.79371 -2.41897
C 2.98344 0.41832 -3.18969
C 4.24212 0.93373 -2.91105
C 4.40899 1.84511 -1.87754
C 3.31673 2.21967 -1.10646
C 2.06769 1.68331 -1.37295
H 1.09265 1.71128 -4.84065
H 0.33606 1.37663 -7.16566
H -1.04150 -0.59007 -7.75124
H -1.65077 -2.23331 -6.00288
H -0.89739 -1.87644 -3.66276
H 2.85663 -0.29347 -3.99574
H 5.09252 0.62288 -3.50553
H 5.38694 2.26227 -1.67350
H 3.44243 2.93052 -0.29791
H 1.21278 1.96309 -0.77994
```

---

Record 2
Entry from the Open Molecules 2025 dataset: a cluster of 10 separate species, C45H63N10O in total (the ωB97M-V functional and the def2-TZVPD basis).

## Properties
total energy: -64601.35434 eV
Kohn-Sham gap: 4.483 eV
E_LUMO: -5.0 eV
highest occupied orbital energy: -9.5 eV
total charge: +1
relative energy (zero: lowest compared OMol25 entry of this formula, charge and spin): 104.6 kcal per mole

```
119
C45H63N10O the ωB97M-V functional and the def2-TZVPD basis
C -0.93089 -2.68878 -2.77110
C -0.58689 -1.34878 -2.19810
C -1.98989 -0.53878 -2.38810
C -2.02789 0.69822 -1.40110
C -1.81489 0.25722 0.03190
C -0.56189 -0.55678 0.29390
N -0.19089 -1.45678 -0.76910
O 0.68511 -2.29278 -0.54210
C -0.61889 -1.10678 1.71490
C 0.65111 0.50622 0.48090
C 0.43111 -0.73478 -3.18710
H -0.20589 -3.34678 -3.11310
H -1.28689 -2.54678 -3.67910
H -1.76989 -3.05278 -2.29110
H -2.83889 -1.06178 -1.84010
H -2.32289 -0.10478 -3.26410
H -2.96089 0.96122 -1.55010
H -1.31589 1.49622 -1.94310
H -2.55889 -0.22278 0.29290
H -2.10689 0.99922 0.80890
H -1.37989 -1.77978 1.70490
H -0.65889 -0.29478 2.32190
H 0.28111 -1.80778 1.98290
H 0.78911 1.20422 -0.39510
H 1.64811 -0.10478 0.74690
H 0.44911 1.17222 1.20690
H 0.98511 0.11722 -3.01310
H -0.04389 -0.63878 -4.16710
H 1.11411 -1.38778 -3.34910
N 2.27711 3.32922 -6.37810
C 1.97311 4.09722 -5.24310
C 2.36411 3.28622 -4.07410
C 3.03611 2.02822 -4.64310
C 3.07011 2.17922 -6.05210
H 2.02911 3.45522 -7.25410
H 1.50011 4.95122 -5.35610
H 2.32011 3.70422 -3.10310
H 3.43611 1.29722 -3.91710
H 3.44511 1.52022 -6.81810
N 6.56811 1.43522 0.30490
C 6.63311 0.24622 -0.63810
C 5.31311 0.15722 -1.21110
C 4.39011 1.22022 -0.64310
C 5.30511 2.05822 0.34890
H 7.36711 1.66522 0.70390
H 7.46211 -0.34178 -0.63710
H 5.01011 -0.61778 -1.90710
H 3.38011 1.28822 -0.90010
H 5.18711 2.96722 1.02090
N 4.29511 -0.18478 2.23290
C 3.65911 0.45222 3.42490
C 2.76311 -0.64478 4.07690
C 2.89111 -1.74578 3.08490
C 3.69811 -1.31378 1.92190
H 4.65911 0.41522 1.59690
H 3.57111 1.49322 3.59690
H 2.16311 -0.44078 4.96090
H 2.33411 -2.77978 3.09290
H 3.88811 -1.97978 1.11290
N -3.37489 4.51422 4.35890
C -3.35189 3.12822 3.99390
C -4.01689 3.04522 2.59690
C -4.36589 4.38322 2.28190
C -3.92789 5.36622 3.44790
H -3.01889 4.76322 5.25690
H -2.87489 2.38622 4.60890
H -4.34989 2.31722 1.92190
H -4.62489 5.03022 1.55690
H -3.81789 6.34722 3.58290
N -0.93689 -6.26078 -1.02010
C -0.71389 -5.64478 0.17290
C -1.80689 -4.68978 0.42190
C -2.76289 -4.81378 -0.73510
C -2.13389 -5.92178 -1.65710
H -0.20289 -6.95978 -1.22010
H 0.06711 -5.89878 0.84590
H -1.68489 -4.03078 1.35990
H -3.83089 -4.25878 -1.06110
H -2.43589 -6.39078 -2.51810
N -2.34289 -0.55178 6.06490
C -1.49489 -0.71778 5.02490
C -0.53889 0.56722 4.96790
C -0.98489 1.40622 6.16390
C -2.17989 0.74022 6.84790
H -2.98489 -1.22878 6.52690
H -1.47889 -1.57778 4.42790
H 0.35411 0.79222 4.26790
H -0.42189 2.30722 6.71090
H -2.71289 1.02922 7.73790
N 3.15211 -3.02778 -4.98610
C 4.15211 -2.57678 -3.98510
C 3.81211 -3.32578 -2.71710
C 2.66711 -4.29778 -3.02210
C 2.28511 -4.01778 -4.65610
H 3.14711 -2.65478 -6.06210
H 4.86311 -1.95378 -4.27410
H 4.14111 -3.25078 -1.72610
H 2.08811 -4.91278 -2.45710
H 1.47311 -4.53778 -5.51310
N -6.31589 -0.70578 0.05190
C -5.83089 -1.94578 -0.45810
C -5.43889 -1.84278 -1.87410
C -5.60389 -0.43678 -2.20710
C -6.36189 0.26522 -1.03810
H -6.77589 -0.54778 0.91390
H -5.85889 -2.93278 0.10190
H -5.03089 -2.72878 -2.46210
H -5.39789 0.10222 -3.23610
H -6.80389 1.36422 -0.81510
N -0.78889 4.36722 2.50490
C -0.31989 4.94422 1.45990
C 1.11911 4.31322 1.15390
C 1.18811 3.45422 2.39790
C -0.07789 3.49422 3.12790
H -1.75889 4.52322 2.79090
H -0.97389 5.54522 0.71790
H 1.78011 4.67022 0.30790
H 2.00111 2.85022 2.52190
H -0.43089 3.08922 4.07190
```

---

Record 3
Entry from the Open Molecules 2025 dataset: a cluster of 2 separate species, C2H6OS in total (the ωB97M-V functional and the def2-TZVPD basis).

## Properties
total energy: -15052.82329 eV
SMILES: C=O.CS
Kohn-Sham gap: 9.816 eV
E_LUMO: 0.9 eV
highest occupied orbital energy: -8.9 eV
relative energy (zero: lowest compared OMol25 entry of this formula, charge and spin): 14.0 kcal per mole

```
10
C2H6OS the ωB97M-V functional and the def2-TZVPD basis
C -1.45138 2.72898 -2.60656
O -0.66163 2.08610 -1.97683
H -1.18490 3.10367 -3.61649
H -2.44057 2.99141 -2.19641
C 0.49000 -1.87819 1.81452
S 2.12781 -1.23964 2.15828
H 0.10242 -1.58345 0.84800
H 0.41670 -2.96445 1.88389
H -0.16028 -1.49063 2.59400
H 2.76182 -1.75381 1.09760
```

---

Record 4
Entry from the Open Molecules 2025 dataset: a structure of composition C11H21BrNO9P2Pd (the ωB97M-V functional and the def2-TZVPD basis).

## Properties
total energy: -123764.00011 eV
Kohn-Sham gap: 8.948 eV
E_LUMO: -3.6 eV
highest occupied orbital energy: -12.5 eV
total charge: +1
relative energy (zero: lowest compared OMol25 entry of this formula, charge and spin): 21.7 kcal per mole

```
46
C11H21BrNO9P2Pd the ωB97M-V functional and the def2-TZVPD basis
Pd -0.81049 0.01759 0.18858
C -0.32798 -0.18562 3.21692
O 0.14240 0.39752 1.99557
C 1.58156 0.30037 1.81868
C 2.02255 -1.08054 1.36439
O 1.51178 -1.40330 0.08650
C 2.29426 -0.90539 -0.99605
H 0.23753 0.23654 4.04699
H -0.22775 -1.27155 3.21201
H -1.37465 0.08692 3.31909
H 2.04950 0.56764 2.76788
H 1.81875 1.06210 1.07909
H 1.65514 -1.84671 2.05107
H 3.11656 -1.12636 1.37928
H 3.29427 -1.34473 -0.97631
H 2.36576 0.18489 -0.96969
H 1.78152 -1.19416 -1.90996
C -3.35057 2.98538 -2.30307
C -2.05786 2.18102 -2.17461
O -1.22235 2.35064 -3.32222
P -2.39850 0.38864 -2.20738
O -3.07813 0.04062 -3.58330
O -3.60086 0.08384 -1.21791
O -1.20759 -0.43165 -1.78906
P -1.10239 2.71029 -0.67344
O -2.16495 2.33960 0.50614
O -0.88493 4.15946 -0.70241
O 0.04153 1.69578 -0.50470
H -3.84454 2.75766 -3.24829
H -3.10151 4.04666 -2.28588
H -4.02973 2.79086 -1.47366
H -0.85450 3.24580 -3.30573
H -2.55091 0.20794 -4.37851
H -4.48030 0.21909 -1.59443
H -2.29363 3.10312 1.08486
Br -3.94147 -5.50359 2.18870
C -3.04925 -3.94703 1.65134
C -1.85582 -4.03203 0.95066
C -1.22806 -2.86249 0.57165
N -1.73572 -1.65978 0.87271
C -2.89736 -1.58057 1.53113
C -3.58437 -2.70091 1.94667
H -1.41933 -4.98702 0.69773
H -0.29367 -2.85279 0.02632
H -3.27453 -0.58185 1.71088
H -4.51770 -2.60071 2.48058
```